Entry a
{
  "formula": "C43H66BCsN9O4Si",
  "method": "ωB97M-V/def2-TZVPD",
  "elements": ["Cs", "C", "C", "C", "C", "N", "N", "B", "N", "C", "C", "C", "C", "N", "N", "C", "C", "C", "C", "N", "N", "C", "C", "C", "C", "N", "H", "H", "H", "H", "H", "H", "H", "H", "H", "H", "H", "H", "H", "H", "H", "H", "H", "H", "H", "H", "O", "H", "H", "O", "H", "H", "C", "C", "C", "C", "Si", "C", "C", "C", "C", "C", "C", "C", "C", "H", "H", "H", "H", "H", "H", "H", "H", "H", "H", "H", "H", "H", "H", "H", "H", "H", "H", "H", "H", "H", "H", "H", "H", "H", "H", "H", "C", "C", "C", "C", "C", "C", "N", "C", "C", "C", "C", "C", "C", "C", "O", "O", "C", "C", "H", "H", "H", "H", "H", "H", "H", "H", "H", "H", "H", "H", "H", "H", "H"],
  "xyz": [[-0.212, -0.351, -0.723], [-3.227, -3.982, 0.415], [-3.518, -2.864, -0.530], [-4.725, -2.228, -0.696], [-4.496, -1.286, -1.673], [-3.201, -1.361, -2.063], [-2.610, -2.333, -1.367], [-2.461, -0.529, -3.179], [-2.280, 1.011, -2.662], [-3.333, 1.694, -2.137], [-2.966, 2.982, -1.827], [-1.655, 3.068, -2.203], [-0.775, 4.268, -2.092], [-1.264, 1.890, -2.714], [-1.224, -1.482, -3.603], [-1.487, -2.739, -4.054], [-0.313, -3.400, -4.328], [0.668, -2.498, -4.014], [2.141, -2.712, -4.122], [0.104, -1.361, -3.574], [-3.385, -0.418, -4.436], [-3.086, -0.759, -5.713], [-4.161, -0.459, -6.516], [-5.096, 0.079, -5.663], [-6.450, 0.580, -6.038], [-4.604, 0.102, -4.410], [-4.137, -4.251, 0.993], [-2.429, -3.674, 1.120], [-2.888, -4.871, -0.157], [-5.656, -2.428, -0.182], [-5.249, -0.623, -2.068], [-4.324, 1.314, -1.977], [-3.584, 3.756, -1.392], [-1.330, 5.118, -1.641], [-0.421, 4.563, -3.102], [0.099, 4.028, -1.452], [-2.478, -3.160, -4.178], [-0.195, -4.408, -4.702], [2.361, -3.730, -4.508], [2.607, -2.596, -3.122], [2.574, -1.962, -4.817], [-2.152, -1.182, -6.057], [-4.244, -0.606, -7.585], [-6.621, 0.460, -7.129], [-6.532, 1.656, -5.778], [-7.223, 0.008, -5.486], [-2.978, 0.531, -0.723], [-3.325, 1.438, -0.530], [-3.786, -0.008, -0.917], [1.348, -2.798, -0.723], [1.031, -3.720, -0.898], [2.318, -2.899, -0.549], [5.067, 1.474, -2.889], [3.557, 1.335, -2.603], [2.883, 2.696, -2.895], [2.941, 0.322, -3.601], [3.212, 0.741, -0.723], [3.273, 2.227, 0.616], [3.206, 1.683, 2.063], [4.558, 3.068, 0.476], [2.040, 3.149, 0.441], [4.262, -0.875, -0.183], [4.349, -1.901, -1.337], [3.554, -1.600, 0.990], [5.698, -0.506, 0.243], [5.238, 1.842, -3.908], [5.591, 0.518, -2.804], [5.549, 2.177, -2.203], [2.989, 2.966, -3.953], [3.337, 3.509, -2.323], [1.810, 2.672, -2.673], [3.047, 0.677, -4.633], [1.871, 0.173, -3.413], [3.425, -0.656, -3.558], [4.101, 1.113, 2.328], [2.330, 1.042, 2.214], [3.136, 2.504, 2.787], [5.460, 2.457, 0.587], [4.598, 3.850, 1.244], [4.617, 3.571, -0.493], [1.103, 2.584, 0.506], [2.043, 3.677, -0.514], [2.014, 3.919, 1.222], [3.355, -2.175, -1.711], [4.836, -2.826, -1.003], [4.942, -1.526, -2.175], [2.518, -1.856, 0.738], [3.535, -1.001, 1.903], [4.071, -2.534, 1.241], [6.238, 0.015, -0.554], [6.273, -1.405, 0.494], [5.712, 0.137, 1.127], [-4.780, 1.817, 6.193], [-3.296, 1.580, 6.253], [-2.442, 2.686, 6.381], [-1.062, 2.516, 6.405], [-0.516, 1.241, 6.278], [-1.337, 0.114, 6.121], [-0.775, -1.198, 5.965], [0.538, -1.436, 5.450], [1.637, -1.417, 6.321], [2.936, -1.556, 5.829], [3.149, -1.697, 4.459], [2.063, -1.705, 3.582], [0.747, -1.582, 4.062], [-0.415, -1.619, 3.098], [-1.515, -2.084, 3.550], [-0.212, -1.194, 1.920], [-2.746, 0.277, 6.176], [-3.652, -0.925, 6.042], [-5.012, 2.881, 6.078], [-5.258, 1.465, 7.112], [-5.216, 1.302, 5.330], [-2.849, 3.691, 6.444], [-0.405, 3.376, 6.491], [0.564, 1.139, 6.261], [-1.396, -1.672, 5.270], [1.467, -1.290, 7.386], [3.778, -1.546, 6.513], [4.156, -1.798, 4.067], [2.224, -1.810, 2.511], [-3.218, -1.812, 6.516], [-3.840, -1.137, 4.985], [-4.611, -0.767, 6.545], [-0.212, 2.069, 0.820]],
  "mulliken_charge": [1.1049, -1.1771, 0.5684, -1.2333, -0.3654, 1.7228, -1.1863, -0.7609, 1.5888, -0.7675, -1.4901, 0.8153, -0.7762, -0.9734, 2.3157, -0.4366, -1.8412, 0.6635, -0.4996, -1.2584, 1.0810, -0.2982, -1.1564, 0.7476, -1.2739, -1.3011, 0.3170, 0.1047, 0.2619, 0.3635, 0.4945, 0.6629, 0.3476, 0.3349, 0.2623, -0.0816, 0.6188, 0.3408, 0.3571, -0.2214, 0.2444, 0.4290, 0.3533, 0.3256, 0.2627, 0.2601, -0.4004, 0.4394, 0.4050, -0.4499, 0.2147, 0.2770, -1.8410, 2.9648, -1.9733, -2.0587, -1.9891, 2.7228, -2.0828, -1.7589, -1.8047, 3.5741, -1.0341, -1.7709, -1.9506, 0.5075, 0.3016, 0.3035, 0.5209, 0.3712, 0.2484, 0.4238, 0.5310, 0.0552, 0.2873, 0.3407, 0.5806, 0.2832, 0.4461, 0.2937, 0.1384, 0.2471, 0.4034, -0.9045, 0.4436, 0.4771, -0.3049, -0.2403, 0.4003, 0.3558, 0.5104, 0.2870, -1.5323, 1.0215, -0.8491, -0.9606, -0.5813, 0.6774, -0.3742, -1.1009, -0.1681, -0.6176, -0.7269, 0.2515, 0.7918, 0.3649, -0.9255, -0.2399, 0.7907, -1.7523, 0.3725, 0.3129, 0.3139, 0.2730, 0.3430, 0.3699, 0.5857, 0.4382, 0.3506, 0.3778, 0.3401, 0.4810, 0.3076, 0.4914, -0.0687],
  "charge": -2,
  "spin_multiplicity": 2,
  "homo_ev": [-0.447, 0.429],
  "orbital_gap_ev": [3.916, 3.037]
}

Entry b
{
  "formula": "C43H66BCsN9O4Si",
  "method": "ωB97M-V/def2-TZVPD",
  "elements": ["Cs", "C", "C", "C", "C", "N", "N", "B", "N", "C", "C", "C", "C", "N", "N", "C", "C", "C", "C", "N", "N", "C", "C", "C", "C", "N", "H", "H", "H", "H", "H", "H", "H", "H", "H", "H", "H", "H", "H", "H", "H", "H", "H", "H", "H", "H", "O", "H", "H", "O", "H", "H", "C", "C", "C", "C", "Si", "C", "C", "C", "C", "C", "C", "C", "C", "H", "H", "H", "H", "H", "H", "H", "H", "H", "H", "H", "H", "H", "H", "H", "H", "H", "H", "H", "H", "H", "H", "H", "H", "H", "H", "H", "C", "C", "C", "C", "C", "C", "N", "C", "C", "C", "C", "C", "C", "C", "O", "O", "C", "C", "H", "H", "H", "H", "H", "H", "H", "H", "H", "H", "H", "H", "H", "H", "H"],
  "xyz": [[0.240, 0.623, 0.973], [0.020, 3.480, -2.724], [-0.607, 3.976, -1.464], [-1.196, 5.195, -1.267], [-1.615, 5.174, 0.043], [-1.279, 3.987, 0.623], [-0.668, 3.266, -0.326], [-1.597, 3.633, 2.175], [-2.495, 2.362, 2.429], [-3.169, 2.138, 3.585], [-3.805, 0.920, 3.513], [-3.442, 0.415, 2.289], [-3.846, -0.900, 1.712], [-2.637, 1.293, 1.665], [-0.302, 3.396, 3.052], [0.572, 4.334, 3.483], [1.467, 3.742, 4.352], [1.100, 2.414, 4.393], [1.735, 1.334, 5.204], [0.033, 2.220, 3.602], [-2.390, 4.872, 2.729], [-3.734, 4.997, 2.825], [-4.036, 6.282, 3.211], [-2.818, 6.913, 3.313], [-2.591, 8.348, 3.660], [-1.835, 6.045, 3.012], [-0.043, 4.249, -3.522], [1.088, 3.240, -2.537], [-0.506, 2.563, -3.063], [-1.309, 6.000, -1.982], [-2.122, 6.000, 0.517], [-3.212, 2.817, 4.427], [-4.438, 0.459, 4.260], [-4.521, -1.442, 2.408], [-4.375, -0.737, 0.750], [-2.941, -1.517, 1.531], [0.546, 5.385, 3.237], [2.269, 4.221, 4.898], [2.565, 1.740, 5.820], [0.976, 0.882, 5.878], [2.132, 0.549, 4.528], [-4.461, 4.228, 2.597], [-5.021, 6.712, 3.359], [-3.558, 8.864, 3.839], [-1.967, 8.417, 4.574], [-2.069, 8.851, 2.820], [1.988, 2.920, 1.274], [2.888, 2.947, 1.686], [1.818, 3.853, 0.987], [-1.136, -1.026, -0.979], [-0.793, -1.347, -1.851], [-2.053, -1.394, -0.922], [1.946, -0.772, -4.598], [1.250, -0.114, -3.388], [0.809, 1.310, -3.800], [-0.050, -0.894, -3.063], [2.442, -0.071, -1.782], [3.746, 1.448, -1.786], [4.770, 1.313, -0.635], [4.524, 1.528, -3.116], [3.002, 2.787, -1.551], [3.267, -1.840, -1.342], [2.263, -2.997, -1.554], [3.666, -1.882, 0.156], [4.514, -2.119, -2.206], [1.297, -0.749, -5.481], [2.191, -1.821, -4.411], [2.876, -0.258, -4.862], [0.076, 1.273, -4.616], [1.648, 1.908, -4.167], [0.340, 1.845, -2.967], [-0.751, -0.854, -3.906], [-0.563, -0.474, -2.190], [0.135, -1.951, -2.864], [5.433, 0.455, -0.775], [4.275, 1.213, 0.337], [5.416, 2.198, -0.580], [5.063, 0.599, -3.330], [5.264, 2.336, -3.087], [3.866, 1.730, -3.966], [2.413, 2.762, -0.627], [2.325, 3.040, -2.370], [3.712, 3.618, -1.466], [1.335, -2.836, -0.993], [2.686, -3.951, -1.215], [2.009, -3.131, -2.609], [2.812, -1.660, 0.806], [4.460, -1.172, 0.397], [4.041, -2.874, 0.432], [4.282, -2.094, -3.276], [4.928, -3.110, -1.984], [5.311, -1.394, -2.024], [-3.347, -3.911, -3.803], [-3.031, -4.990, -2.801], [-2.993, -6.322, -3.241], [-2.707, -7.355, -2.356], [-2.446, -7.068, -1.020], [-2.472, -5.750, -0.540], [-2.111, -5.512, 0.817], [-0.753, -5.424, 1.271], [0.137, -6.492, 1.067], [1.465, -6.427, 1.499], [1.932, -5.283, 2.135], [1.069, -4.208, 2.337], [-0.277, -4.259, 1.919], [-1.155, -3.050, 2.144], [-2.411, -3.250, 2.193], [-0.581, -1.919, 2.231], [-2.776, -4.694, -1.438], [-2.820, -3.271, -0.936], [-3.458, -4.319, -4.813], [-2.537, -3.176, -3.840], [-4.287, -3.416, -3.543], [-3.187, -6.561, -4.284], [-2.681, -8.383, -2.704], [-2.235, -7.880, -0.331], [-2.584, -4.661, 1.184], [-0.204, -7.399, 0.583], [2.128, -7.270, 1.336], [2.962, -5.219, 2.469], [1.434, -3.304, 2.823], [-3.553, -3.181, -0.129], [-3.128, -2.552, -1.699], [-1.829, -2.962, -0.594], [2.562, -0.771, 1.926]],
  "mulliken_charge": [0.7337, -0.0457, 0.4545, -1.6304, -0.1523, 0.8906, -0.0124, -0.6193, 1.9188, -0.4971, -1.6310, 0.5537, -0.0859, -1.1449, 1.5881, -0.3959, -1.3680, 0.8871, -1.1996, -0.9846, 0.7408, -0.3280, -1.2058, 0.8079, -1.2635, -1.1560, 0.2175, -0.9458, 0.3704, 0.3789, 0.3537, 0.6129, 0.3408, 0.2022, 0.2947, -0.5165, 0.4377, 0.3098, 0.3240, 0.2555, 0.1794, 0.5151, 0.3388, 0.3089, 0.2596, 0.2612, -0.2765, 0.1733, 0.2490, -0.0525, -0.0480, -0.0913, -1.8736, 3.2521, -2.1739, -2.5450, -1.6944, 2.6698, -1.9637, -1.8094, -1.9628, 2.4965, -1.9090, -1.1965, -1.8443, 0.4835, 0.3378, 0.3442, 0.7778, 0.4458, -0.5542, 0.4821, 0.9704, 0.2413, 0.4021, 0.1626, 0.5416, 0.3081, 0.4446, 0.3432, 0.3516, 0.7019, 0.7166, 0.1578, 0.6004, 0.2776, -0.6106, 0.3487, 0.4047, 0.3004, 0.4737, 0.2883, -1.4106, 1.2465, -0.7803, -0.8778, -0.1852, -0.6960, -0.5626, 0.0499, -0.2683, -0.7709, -0.5897, -0.3266, 1.0102, 0.4588, -0.9124, -0.4393, 0.4813, -1.0870, 0.3690, 0.1320, 0.3506, 0.2909, 0.3613, 0.5252, 0.5470, 0.1707, 0.3606, 0.3862, 0.3154, 0.4647, 0.9846, -0.3337, 0.2401],
  "charge": -2,
  "spin_multiplicity": 2,
  "homo_ev": [-0.810, 0.141],
  "orbital_gap_ev": [4.369, 3.413]
}

Each structure's energy above the most stable one, in kcal/mol: entry a 0.0; entry b 8.1.